# 1
Computed, not measured: a cluster of 2 separate species, C3H11NOS2 in total at a distorted geometry, with ωB97M-V with the def2-TZVPD basis set.

Last column: natural (NBO) charge in e.
Cartesian coordinates (Å):
N: 0.153 -1.240 -0.218  -0.839
C: -1.083 -0.667 0.272  -0.061
C: -2.482 -1.227 -0.242  -0.628
C: -0.986 0.849 0.008  -0.531
S: 0.672 1.673 0.032  0.139
S: 0.927 1.856 2.105  -0.176
H: -0.033 -1.742 -1.112  0.359
H: 0.552 -1.880 0.420  0.369
H: -1.037 -0.760 1.396  0.182
H: -2.387 -1.469 -1.262  0.206
H: -2.720 -2.025 0.449  0.219
H: -3.292 -0.526 -0.010  0.213
H: -1.224 0.902 -1.067  0.207
H: -1.782 1.392 0.608  0.219
H: -0.028 2.702 2.542  0.119
H: 1.859 -4.392 -3.713  0.463
H: 0.615 -3.742 -4.175  0.464
O: 1.266 -3.745 -3.373  -0.926

Properties
LUMO energy in eV: 0.62
Gap between HOMO and LUMO in eV: 9.05
SMILES string: C[C@@H](N)CSS.O
Relative energy (zero: lowest compared OMol25 entry of this formula, charge and spin) in kJ/mol: 90.2

***

# 2
Computed, not measured: a cluster of 2 separate species, C3H11NOS2 in total at a distorted geometry, with ωB97M-V with the def2-TZVPD basis set.

Last column: natural (NBO) charge in e.
Cartesian coordinates (Å):
S: 1.662 -0.228 1.589  -0.373
S: 1.865 1.324 0.211  0.122
C: 0.357 1.273 -0.865  -0.540
C: -0.374 -0.096 -0.834  -0.243
N: 0.398 -1.293 -1.186  -0.613
C: 0.862 -1.498 -2.627  -0.449
H: 2.149 -0.765 2.969  0.265
H: 0.636 1.416 -1.988  0.245
H: -0.268 2.079 -0.472  0.227
H: -0.492 -0.182 0.215  0.214
H: -1.415 -0.023 -1.293  0.207
H: 1.274 -1.192 -0.746  0.363
H: 0.790 -0.605 -3.254  0.170
H: 1.922 -1.822 -2.810  0.211
H: 0.203 -2.115 -3.301  0.195
H: -6.146 -0.520 1.138  0.481
H: -7.291 0.440 1.712  0.473
O: -6.955 -0.410 1.660  -0.954

Properties
LUMO energy in eV: -1.40
Gap between HOMO and LUMO in eV: 6.93
SMILES string: CNCCSS.O
Relative energy (zero: lowest compared OMol25 entry of this formula, charge and spin) in kJ/mol: 374.1

***

# 3
Computed, not measured: a cluster of 2 separate species, C3H11NOS2 in total at a distorted geometry, with ωB97M-V with the def2-TZVPD basis set.

Last column: natural (NBO) charge in e.
Cartesian coordinates (Å):
N: -2.566 0.222 1.802  -0.876
C: -1.209 -0.058 1.273  -0.026
C: -0.052 -0.239 2.212  -0.698
C: -0.942 1.169 -0.022  -0.580
S: 0.641 1.422 -1.019  0.075
S: 1.649 -0.135 -1.565  -0.079
H: -3.086 -0.495 1.297  0.393
H: -2.753 1.315 1.794  0.384
H: -1.381 -0.959 0.494  0.181
H: 0.267 0.711 2.817  0.227
H: -0.196 -0.787 3.207  0.243
H: 0.883 -0.876 1.904  0.227
H: -1.950 1.108 -0.565  0.221
H: -1.007 1.917 0.784  0.211
H: 2.138 -0.514 -0.378  0.096
H: 1.005 -2.515 -0.423  0.470
H: -0.357 -2.629 0.290  0.460
O: 0.122 -2.957 -0.408  -0.930

Properties
LUMO energy in eV: 0.42
Gap between HOMO and LUMO in eV: 9.35
SMILES string: C[C@@H](N)CSS.O
Relative energy (zero: lowest compared OMol25 entry of this formula, charge and spin) in kJ/mol: 311.3

***

# 4
Computed, not measured: the ion C3H11NP with charge +1 at a distorted geometry, with ωB97M-V with the def2-TZVPD basis set.

Last column: natural (NBO) charge in e.
Cartesian coordinates (Å):
C: -1.768 -0.323 -0.324  -0.304
C: 0.523 0.955 -1.010  -0.427
C: 0.270 0.446 1.292  -0.445
N: -0.020 -0.111 -0.015  -0.448
P: 0.932 -1.775 -0.448  0.589
H: -1.875 0.398 -1.168  0.227
H: -1.757 -1.323 -0.750  0.225
H: -2.234 -0.123 0.570  0.224
H: -0.045 1.869 -0.885  0.238
H: 1.592 0.956 -1.074  0.238
H: 0.220 0.565 -1.965  0.216
H: 1.308 0.266 1.357  0.216
H: 0.154 1.509 1.501  0.242
H: -0.249 -0.063 2.070  0.226
H: 2.101 -1.062 -0.172  -0.032
H: 0.847 -2.182 1.020  0.016

Properties
LUMO energy in eV: -4.21
Charge: +1
Gap between HOMO and LUMO in eV: 11.34
SMILES string: C[N+](C)(C)P
Relative energy (zero: lowest compared OMol25 entry of this formula, charge and spin) in kJ/mol: 387.2